[1]
The following is a quantum chemistry calculation of a structure of composition C41H35ClIrN2Si2, from OMol25.

Cartesian coordinates (Å):
C  2.29398  0.18040  3.60418
C  2.01183  1.07268  2.50828
C  0.53279  1.14471  2.38829
H  2.68733  1.77284  2.02879
C  -0.01048  0.21218  3.36333
C  1.06846  -0.31059  4.10830
H  0.97758  -0.98858  4.97184
H  3.30308  -0.01337  3.99459
H  0.04388  1.97278  1.90778
H  -1.07285  0.02123  3.49686
Ir  1.13306  -0.20081  1.07560
Si  -0.97908  -2.43713  -2.28799
C  1.67808  0.87175  -0.45644
C  1.89247  0.15723  -1.64233
H  1.91640  -0.93427  -1.64727
C  2.17155  0.88527  -2.79963
H  2.27085  0.36161  -3.75118
C  2.38414  2.26501  -2.72719
H  2.65192  2.82580  -3.63009
C  2.18102  2.96685  -1.53863
H  2.33108  4.05663  -1.51073
C  1.81613  2.26781  -0.37782
H  1.74732  2.79305  0.57018
C  -1.48836  0.54332  0.51591
C  -1.55412  1.93897  0.22524
H  -0.74066  2.48603  -0.31507
C  -2.49413  2.70262  0.92008
H  -2.50511  3.78953  0.82369
C  -3.43359  2.06811  1.73461
H  -4.20180  2.67012  2.20498
C  -3.47494  0.68357  1.90605
H  -4.25449  0.20566  2.52738
C  -2.50447  -0.11037  1.28156
H  -2.55804  -1.22177  1.33441
H  -0.50882  -1.51097  -1.02495
Si  -2.00575  0.21909  -1.25260
C  -3.92144  0.42516  -1.65104
C  -4.48609  1.62480  -2.15599
H  -3.84560  2.47486  -2.46861
C  -5.88987  1.79270  -2.28230
H  -6.30200  2.75621  -2.62751
C  -6.78099  0.76468  -1.90303
H  -7.87841  0.91715  -1.92208
C  -6.24364  -0.43416  -1.39627
H  -6.93870  -1.21966  -1.04390
C  -4.83757  -0.60733  -1.29043
H  -4.44397  -1.56202  -0.89332
C  -1.23319  1.27446  -2.68023
C  -1.25179  2.66218  -2.51576
H  -1.67764  3.14061  -1.63801
C  -0.79613  3.53891  -3.50000
H  -0.74441  4.60191  -3.28093
C  -0.41123  3.06061  -4.74691
H  -0.05627  3.74933  -5.52696
C  -0.50181  1.68176  -4.97346
H  -0.22575  1.31793  -5.96346
C  -0.94666  0.79706  -3.97513
H  -1.13192  -0.25144  -4.23043
H  0.05124  -3.36773  -2.88649
Cl  -2.25871  -3.69325  -1.19163
C  -0.02157  -3.81966  2.99156
C  -0.05275  -2.73709  2.11418
N  1.10374  -2.18999  1.68240
C  2.29317  -2.82638  1.93717
C  2.36360  -3.98946  2.74970
C  1.16541  -4.46182  3.30645
C  3.67374  -4.51214  3.02119
C  4.81208  -3.92512  2.51261
C  4.76054  -2.71860  1.74968
C  5.88767  -2.02925  1.28129
C  5.70723  -0.81579  0.63678
C  4.41415  -0.27887  0.48752
N  3.33117  -0.94848  0.90562
C  3.48003  -2.16738  1.47744
H  -0.96166  -4.14077  3.41594
H  -0.98094  -2.26887  1.78248
H  1.21698  -5.28234  4.01647
H  3.78400  -5.36571  3.69504
H  5.80892  -4.33003  2.71283
H  6.86032  -2.49505  1.44840
H  6.55505  -0.24180  0.27722
H  4.24543  0.69284  0.01192

Values from the calculation:
frontier orbital gap (spin up / spin down) = 0.159 / 0.220 Eh
⟨S²⟩ = 8.791
charge = +2
2S+1 = 6

Okay, here come the Löwdin numbers, in e, for every atom: -0.0500 -0.2296 -0.3343 0.1055 -0.0839 -0.0698 0.1300 0.1337 0.0957 0.1105 1.5016 0.3314 -0.3739 -0.1460 0.0893 -0.0681 0.1211 -0.0694 0.1220 -0.0574 0.1263 -0.1230 0.0950 -0.3667 -0.2240 0.1004 -0.0217 0.1334 -0.0164 0.1236 -0.0332 0.1355 -0.1389 0.1100 -0.1119 0.7901 -0.2369 -0.0819 0.1013 -0.0632 0.1145 -0.0651 0.1205 -0.0720 0.1144 -0.1104 0.0726 -0.2643 -0.1482 0.0825 -0.0669 0.1163 -0.0654 0.1223 -0.0673 0.1138 -0.1055 0.0706 -0.0963 0.1563 -0.0049 -0.0920 -0.0666 -0.1226 -0.1216 0.0467 0.0182 0.0157 -0.1323 0.0377 0.0065 -0.0573 0.0252 -0.1431 0.1241 0.0870 0.1394 0.1332 0.1346 0.1397 0.1250 0.1287

---

[2]
The following is a quantum chemistry calculation of a structure of composition C53H95F6HfN4O17S2, from OMol25.

Cartesian coordinates (Å):
Hf  -2.61096  -1.94707  -1.72140
C  -2.78632  3.15277  -3.63628
C  -3.85974  2.10636  -3.30027
C  -5.13839  2.60148  -4.01523
C  -5.29290  2.18257  -5.46476
C  -4.91974  0.73545  -5.74071
C  -3.59123  0.34620  -5.07280
N  -3.61652  0.70505  -3.64611
O  -2.64435  0.07329  -2.88813
C  -2.39265  0.94938  -5.81082
C  -3.48903  -1.18795  -5.17365
C  -4.13692  2.18269  -1.79659
H  -2.41196  3.15199  -4.66040
H  -1.82972  2.99059  -3.12023
H  -3.01639  4.19398  -3.40707
H  -5.33826  3.67424  -4.03646
H  -5.96730  2.17787  -3.43556
H  -4.75642  2.87366  -6.12747
H  -6.31829  2.33426  -5.81801
H  -4.95589  0.58439  -6.81884
H  -5.64749  0.07777  -5.25793
H  -2.64292  1.91136  -6.26142
H  -2.08444  0.24489  -6.59110
H  -1.48781  1.17721  -5.24827
H  -3.62614  -1.46765  -6.22273
H  -4.23116  -1.74871  -4.59973
H  -2.49050  -1.58240  -4.95478
H  -3.24010  1.91789  -1.25185
H  -4.95320  1.51166  -1.52047
H  -4.48360  3.17284  -1.49178
C  1.91928  -1.95645  0.38456
C  0.86443  -1.23329  1.22492
C  1.48402  -0.26087  2.21196
C  2.06117  1.00541  1.60068
C  0.87224  1.70404  0.96567
C  0.24554  0.85571  -0.16249
N  -0.08700  -0.46469  0.38060
O  -0.93041  -1.22403  -0.33920
C  1.10141  0.74827  -1.41994
C  -1.08056  1.56338  -0.48097
C  0.13769  -2.33700  1.95495
H  2.58658  -2.50345  1.04750
H  2.51577  -1.35457  -0.31188
H  1.52561  -2.63238  -0.38610
H  2.24419  -0.79469  2.79497
H  0.81683  -0.05223  3.05901
H  2.88906  0.66741  0.97423
H  2.60127  1.57257  2.36393
H  1.29343  2.56824  0.43830
H  0.08752  2.07486  1.61961
H  1.10222  1.66158  -2.01921
H  0.87938  -0.14437  -2.00234
H  2.16548  0.62650  -1.18094
H  -1.79124  1.52743  0.34328
H  -1.46381  1.07505  -1.37718
H  -0.94589  2.61812  -0.73402
H  -0.59391  -1.95553  2.66702
H  0.85567  -2.99735  2.44757
H  -0.45149  -3.02933  1.34785
C  -3.45011  -1.14109  2.51687
F  -3.21956  -2.33142  3.01922
F  -4.12985  -0.45895  3.40829
F  -2.34011  -0.49128  2.29184
S  -4.41313  -1.25002  0.90471
O  -5.79665  -1.05258  1.01669
O  -3.71381  -0.40158  -0.06558
N  -3.87222  -2.68557  0.06706
S  -4.72473  -3.93258  0.72883
O  -3.95562  -5.13250  0.59670
O  -5.28741  -3.76888  2.03056
C  -6.25284  -4.18318  -0.34447
F  -7.10920  -3.26177  -0.05480
F  -5.87286  -4.09240  -1.62981
F  -6.69116  -5.39367  -0.21511
C  -3.08385  6.38607  2.04512
C  -4.47231  6.54510  2.07355
C  -5.26258  5.41197  2.03441
C  -4.71269  4.15037  2.15866
C  -3.34744  3.98168  2.22181
C  -2.56196  5.11475  2.18910
N  -5.59571  2.96900  2.12835
O  -4.99786  1.90254  2.12630
O  -6.79603  3.09065  2.12808
H  -2.38986  7.21534  2.04129
H  -4.86883  7.53734  1.91447
H  -6.33497  5.54405  1.98124
H  -2.90385  3.00231  2.29872
H  -1.49369  4.96960  2.30768
C  5.67604  -7.02354  0.18328
C  5.75229  -5.50907  0.28823
O  6.78186  -4.96415  0.52506
C  4.49787  -4.77627  -0.12622
H  6.00935  -7.44347  1.13617
H  6.29448  -7.43405  -0.60890
H  4.64585  -7.37706  0.10886
H  4.57902  -3.69894  -0.24191
H  3.89684  -5.04630  0.75612
H  4.01812  -5.16195  -1.02513
C  4.83267  -1.32270  2.33363
C  6.11637  -1.84482  2.97499
O  6.05380  -2.66968  3.86803
C  7.37936  -1.08462  2.62795
H  4.87746  -1.36107  1.24821
H  4.56635  -0.35617  2.75535
H  4.05874  -2.01036  2.68152
H  7.21800  -0.06344  2.97179
H  7.45994  -1.06151  1.53738
H  8.25786  -1.60594  2.99417
C  -1.80359  2.53673  5.17506
C  -0.78951  1.48944  5.53810
O  0.22436  1.77113  6.09604
C  -1.16710  0.03569  5.40979
H  -1.54660  3.50980  5.58141
H  -2.77324  2.26165  5.59692
H  -1.90902  2.54241  4.08987
H  -2.17413  -0.21832  5.73248
H  -0.45942  -0.63259  5.89731
H  -1.01112  -0.19702  4.34553
C  0.36913  4.13497  -4.73430
C  1.88923  4.07970  -4.65067
O  2.44984  4.17670  -3.59155
C  2.64045  4.43296  -5.93288
H  0.06655  5.16757  -4.90959
H  -0.03945  3.94105  -3.74385
H  0.02272  3.41099  -5.47015
H  2.45664  3.74545  -6.75732
H  3.66326  4.61165  -5.62432
H  2.13132  5.34153  -6.26789
C  0.46375  -5.48535  4.13071
C  -0.99867  -5.16511  4.29568
O  -1.74824  -5.65864  3.47462
C  -1.45286  -4.12401  5.30289
H  0.83945  -6.25463  4.80010
H  0.92085  -4.51480  4.36868
H  0.71750  -5.63934  3.08588
H  -0.70789  -3.35057  5.07898
H  -1.36388  -4.42433  6.34305
H  -2.43809  -3.77437  5.01620
C  6.28663  4.64500  0.37549
C  5.37234  3.59228  -0.20845
O  5.64102  2.42130  -0.04480
C  4.19575  4.10755  -0.97261
H  6.94675  4.12855  1.07121
H  5.72186  5.32469  1.02547
H  6.81652  5.27336  -0.33654
H  3.36611  4.48386  -0.37557
H  3.78677  3.40740  -1.70005
H  4.54547  4.92258  -1.61368
C  -0.29040  -5.50056  -2.37742
C  -0.84710  -4.97680  -1.08276
O  -1.44768  -3.92457  -0.99430
C  -0.50268  -5.85772  0.07157
H  -0.48398  -4.76585  -3.16880
H  -0.73802  -6.42970  -2.72534
H  0.79770  -5.55261  -2.36858
H  0.50528  -6.25002  -0.04582
H  -1.19828  -6.70188  -0.00849
H  -0.61688  -5.41545  1.05942
C  0.47509  -0.81309  -4.71579
C  0.42930  -1.80010  -3.59762
O  -0.57659  -1.98397  -2.95756
C  1.65434  -2.59087  -3.29992
H  0.89671  0.11777  -4.33631
H  -0.51198  -0.61412  -5.11683
H  1.01709  -1.30383  -5.52648
H  2.51288  -1.93183  -3.15046
H  1.92461  -3.24589  -4.13331
H  1.54535  -3.23054  -2.42815
C  5.88649  3.99590  3.97946
C  5.40416  3.24383  5.18330
O  5.41703  3.76040  6.27538
C  4.93695  1.80209  5.12004
H  5.95196  3.37864  3.08193
H  6.84889  4.46489  4.18904
H  5.25296  4.85214  3.73260
H  4.08548  1.64971  5.77996
H  5.77324  1.12673  5.29050
H  4.48105  1.58784  4.14367

Values from the calculation:
frontier orbital gap = 0.189 Eh
charge = +1

Atom charges from the Löwdin analysis, given in e for atoms 1 to 99: 2.0396 -0.0371 -0.4799 -0.1333 -0.1884 -0.1297 -0.4943 -0.1430 -0.3159 -0.0376 -0.0573 -0.0339 0.0496 0.0570 0.0970 0.1253 0.1199 0.1105 0.1172 0.1281 0.1228 0.0770 0.0883 0.0610 0.0958 0.0762 0.0469 0.0294 0.0862 0.0974 -0.0215 -0.4584 -0.1327 -0.1541 -0.1078 -0.4656 -0.1021 -0.2492 0.0070 -0.0461 -0.0198 0.0638 0.0769 0.0657 0.1051 0.1127 0.1031 0.1103 0.1198 0.1187 0.0911 0.0513 0.0815 0.0774 0.0420 0.0999 0.0645 0.0880 0.0729 -0.6919 0.1652 0.1831 0.1640 0.7132 -0.1884 -0.4036 -0.4031 0.5955 -0.2663 -0.2368 -0.7235 0.1969 0.1042 0.2062 -0.0572 -0.0498 -0.0034 -0.1401 -0.0242 -0.0738 -0.3309 0.0434 0.1156 0.1106 0.1115 0.1233 0.0908 0.1100 -0.0210 -0.5172 0.0982 -0.0299 0.0897 0.0895 0.0687 0.0675 0.0921 0.0742 -0.0283

---

[3]
The following is a quantum chemistry calculation of a structure of composition C4H5NO2, from OMol25.

Cartesian coordinates (Å):
O  -1.30160  0.42048  0.19354
C  -1.82481  -1.33718  0.19331
C  0.03720  0.51765  -0.05267
N  0.47075  1.37561  -0.92856
O  1.83654  1.23163  -0.90835
C  2.16352  0.28348  -0.01496
C  1.05990  -0.22596  0.58012
H  -1.76507  1.02292  -0.41440
H  -2.72038  -1.11672  0.80659
H  -2.21042  -1.28828  -0.84744
H  3.22062  0.07788  0.07778
H  0.94425  -1.01229  1.30778

Values from the calculation:
frontier orbital gap = 0.332 Eh
relative energy (zero: lowest compared OMol25 entry of this formula, charge and spin) = 142.00 kcal/mol

Okay, here come the Löwdin numbers, in e, for every atom: -0.0505 0.0695 -0.3939 0.1285 -0.0289 -0.0899 0.0245 0.1592 -0.0351 -0.0303 0.1326 0.1143

---

[4]
The following is a quantum chemistry calculation of the molecule C36H35N2O2P, from OMol25.

Cartesian coordinates (Å):
C  -0.57535  -5.10325  1.21810
H  -1.35550  -5.79443  0.91083
H  0.36795  -5.63860  1.28969
H  -0.83696  -4.71531  2.19899
C  -0.46707  -3.95701  0.21593
C  0.57091  -2.93772  0.65136
C  2.03289  -3.23852  0.82441
C  1.58762  -2.30563  -0.26837
C  1.76057  -2.81007  -1.68669
H  2.74978  -2.53646  -2.05111
H  1.68580  -3.89378  -1.72078
H  1.01748  -2.39754  -2.36918
C  1.81024  -0.79868  -0.09849
N  0.86254  -0.08809  -0.94361
P  0.50532  1.55482  -0.78471
O  0.24267  2.13018  -2.10768
C  1.90820  2.32159  0.10089
C  2.90518  2.90041  -0.66962
C  4.03701  3.41410  -0.06506
C  4.16974  3.35059  1.31238
C  3.16607  2.78861  2.08432
C  2.03321  2.27274  1.48095
H  1.24240  1.83852  2.07751
H  3.26807  2.75161  3.15931
H  5.05538  3.74630  1.78736
H  4.81624  3.86119  -0.66441
H  2.77189  2.94417  -1.74111
C  -0.89917  1.67569  0.36492
C  -1.60322  2.87131  0.32044
C  -2.69061  3.07000  1.14988
C  -3.07325  2.07399  2.03365
C  -2.36955  0.88279  2.08374
C  -1.28236  0.68295  1.25191
H  -0.74385  -0.25159  1.27794
H  -2.67313  0.10235  2.76571
H  -3.92650  2.22327  2.67814
H  -3.24443  3.99599  1.10608
H  -1.29227  3.62768  -0.38611
H  1.05177  -0.22545  -1.93004
C  3.25431  -0.41111  -0.34074
C  3.73552  -0.09627  -1.60480
C  5.05888  0.26527  -1.78541
C  5.92095  0.31858  -0.70520
C  5.45139  0.00707  0.55879
C  4.12957  -0.35519  0.73700
H  3.76808  -0.58256  1.72962
H  6.11423  0.05330  1.41007
H  6.95179  0.60676  -0.84664
H  5.41448  0.51130  -2.77515
H  3.07919  -0.10905  -2.46356
H  1.57153  -0.53132  0.93634
H  2.53617  -2.84182  1.69248
H  2.40145  -4.20682  0.52223
H  0.16866  -2.27790  1.41478
C  -1.80432  -3.20555  0.12966
O  -2.75610  -3.46896  0.82826
N  -1.76525  -2.19996  -0.78714
C  -2.65743  -1.13487  -0.95789
C  -3.78872  -0.96644  -0.19958
C  -4.57514  0.19302  -0.34177
C  -5.70786  0.42026  0.46742
C  -6.43068  1.57419  0.34985
C  -6.06039  2.55200  -0.58624
C  -4.97410  2.35598  -1.39290
C  -4.20631  1.17963  -1.29229
C  -3.07067  0.95047  -2.09676
C  -2.31669  -0.17214  -1.93347
H  -1.44096  -0.32674  -2.54626
H  -2.78774  1.68903  -2.83140
H  -4.68248  3.10358  -2.11687
H  -6.64279  3.45878  -0.66407
H  -7.29400  1.74330  0.97751
H  -5.98781  -0.33479  1.18795
H  -4.06608  -1.70533  0.53396
H  -0.89863  -2.08294  -1.29367
H  -0.22779  -4.36152  -0.77162

Values from the calculation:
frontier orbital gap = 0.306 Eh
relative energy (zero: lowest compared OMol25 entry of this formula, charge and spin) = 0.00 kcal/mol
SMILES string = C[C@@H](C(=O)Nc1ccc2ccccc2c1)[C@H]1C[C@]1(C)[C@H](NP(=O)(c1ccccc1)c1ccccc1)c1ccccc1

Okay, here come the Löwdin numbers, in e, for every atom: -0.0444 0.0835 0.0767 0.0878 -0.2458 -0.1946 -0.0182 -0.3788 -0.0088 0.0846 0.0864 0.0790 -0.2745 -0.0480 0.6767 -0.2979 -0.2566 -0.0777 -0.0724 -0.0814 -0.0807 -0.0832 0.1047 0.1045 0.1042 0.1075 0.1108 -0.2713 -0.0752 -0.0737 -0.0778 -0.0723 -0.0849 0.0865 0.1126 0.1071 0.1076 0.1132 0.0801 -0.1871 -0.0554 -0.0772 -0.0896 -0.0761 -0.0356 0.1155 0.1056 0.1019 0.1056 0.1142 0.1358 0.1059 0.1138 0.1417 -0.4333 0.0880 0.1554 -0.2192 0.0298 -0.1678 -0.0377 -0.0866 -0.0889 -0.0404 -0.1758 -0.0203 -0.0329 0.1043 0.1203 0.1137 0.0992 0.1003 0.1144 0.1086 0.1122 0.1422

---

Record order is preserved below.
F_max: 3.265, 8.620, 0.415, 1.367 eV/Å
Record order is preserved below.
E: -2835.58828, -5017.63485, -360.44313, -1994.27426 Ha